C30H50Cl6O14 | ωB97M-V with the def2-TZVPD basis set

Geometry as XYZ:
```
100
Properties=species:S:1:pos:R:3
C -2.673 3.578 2.263
H 1.472 3.870 -4.927
H -1.487 -4.291 3.615
H 6.108 -0.137 -5.661
C -0.375 3.280 -5.076
H -3.066 2.717 2.802
H 4.835 -1.294 1.738
H 4.328 -2.914 -9.922
H 4.233 -0.937 -6.802
O 0.933 3.122 -4.658
C 4.832 -0.208 1.838
H -7.323 -1.258 0.496
Cl 7.833 -7.493 8.193
C -1.417 4.139 4.270
H 4.799 6.230 -0.320
H 5.887 7.893 -2.731
C -8.375 -4.207 -0.616
Cl 4.147 8.785 -1.509
C 6.765 -2.312 -4.162
Cl 5.433 -6.100 4.724
H -3.041 4.880 0.707
H -1.298 -2.180 4.986
O -2.538 -3.843 5.386
H 5.864 0.070 1.626
C -3.868 -1.984 8.943
H 7.427 -5.466 5.818
O -2.780 -2.422 8.084
Cl 4.458 0.248 3.515
H 7.008 -1.408 -3.602
H -1.403 3.082 4.537
H -2.451 -5.585 4.365
H -2.056 5.777 -6.671
H 7.475 -8.023 5.943
O -4.849 -2.296 0.466
H 6.301 -3.000 -3.455
C 5.200 -0.997 -7.302
Cl 2.341 -0.852 0.690
H -4.806 3.730 -5.668
C -7.234 -4.844 -0.558
O -4.230 4.428 -5.988
H 5.515 -0.103 -7.841
C -1.933 4.812 -6.202
H -3.720 -1.780 6.400
H -5.160 5.977 -0.042
C -3.651 4.100 1.162
H -0.491 4.190 3.699
C -5.883 -4.257 -0.409
H -4.128 -0.926 8.909
H 5.971 -8.011 6.800
C -2.788 2.675 -5.075
H 5.997 -5.473 6.831
C -5.967 -2.796 -0.091
H 4.352 6.991 -2.804
H -3.765 -2.288 9.985
C -1.335 2.493 -4.668
H -1.390 4.703 5.203
C 6.887 -7.439 6.651
C 6.193 -1.117 -6.129
H -0.877 -2.966 6.405
Cl 6.274 5.195 -1.812
H 3.443 1.191 1.321
H 7.252 -1.255 -6.345
C 6.547 -6.050 6.087
C 4.147 -2.119 -9.199
O -4.870 4.708 1.545
C -1.758 -4.766 4.557
H -0.811 -5.146 4.942
H -7.323 -5.920 -0.513
O -9.518 -2.167 -0.834
H -10.199 -4.243 -1.070
H -2.238 -0.916 6.911
C -1.758 -2.726 5.810
O 0.275 5.293 -6.209
C -0.611 4.519 -5.842
O -3.687 1.959 -4.835
C -8.495 -2.774 -0.557
C -2.700 -1.893 6.769
O -4.904 -4.976 -0.581
C 5.064 7.486 -2.144
H 4.078 0.386 -0.167
H 3.225 -2.259 -8.635
O -2.510 4.495 3.377
H 3.993 -1.164 -9.700
H -4.843 -2.339 8.608
H 7.672 -2.736 -4.592
C -2.920 4.032 -5.796
C -7.168 -2.166 -0.068
H -3.888 3.352 0.405
C -5.715 5.225 0.518
C 5.541 6.603 -1.026
H -1.039 1.706 -3.992
O 5.824 -2.070 -5.162
H -4.072 -2.785 0.187
H -6.695 5.626 0.779
H -5.946 4.387 -0.139
H -1.709 3.354 1.807
O 5.263 -2.072 -8.296
H 6.329 7.049 -0.420
C 3.757 0.252 0.866
O -9.539 -4.844 -0.718
```

Computed properties:
* E_tot: -135711.81836 eV
* F_max: 0.102 Eh/bohr
* E_HOMO: -9.49 eV
* SMILES string: O=C1C=C(O)C(=O)C=C1O.O=C1C=C(O)C(=O)C=C1O.COCCOC.COCCOC.COCCOC.ClCCCl.ClCCCl.ClCCCl
* Kohn-Sham gap: 7.8 eV

---

C30H50N10ReS3 | ωB97M-V with the def2-TZVPD basis set

Geometry as XYZ:
```
94
Properties=species:S:1:pos:R:3
N 0.283 -4.286 2.764
C 1.661 0.351 -0.247
H -5.224 4.897 1.412
H 0.898 -4.234 -3.383
H 2.090 5.444 -2.031
N 0.263 0.640 -0.370
H 0.130 -6.238 2.055
C 0.729 -2.405 -1.190
H 3.363 3.816 3.122
H -0.140 4.663 -4.758
N -0.390 3.568 -1.072
C 1.180 5.403 -2.630
N 0.140 -4.135 0.484
N 2.400 0.430 -1.257
H 0.935 2.247 5.805
H -0.243 -4.328 -1.502
H -1.714 2.545 -2.344
H -1.069 6.479 -3.483
H 2.492 -6.897 -0.153
H -0.041 0.813 5.469
N -4.727 2.819 1.705
H -0.441 2.991 -4.260
H 2.828 -5.478 3.266
N -2.643 2.875 1.056
H 2.238 -7.931 2.729
S 1.308 2.934 1.434
C 2.615 -7.220 1.988
C 1.948 -2.937 -1.958
C 0.835 1.376 5.155
C 2.241 -5.797 2.403
S -0.754 1.439 2.902
H 3.701 -7.318 2.004
H 2.687 -2.135 -2.032
C 1.680 2.485 3.054
C -0.512 -0.126 -1.107
C -2.320 -1.438 -2.908
C 0.755 -5.664 2.746
H 0.608 2.147 -2.306
C -3.197 4.144 0.932
H 1.094 -1.989 -0.251
H -5.607 2.453 2.036
H -1.264 -3.146 -0.694
H 0.561 -6.087 3.731
C -0.004 -1.255 -1.967
H 0.178 -3.808 3.642
H 2.913 3.121 4.682
H 0.848 4.993 -0.123
C -2.759 -0.418 -1.999
C 0.723 1.795 3.721
C -0.086 5.001 -0.683
H -2.788 0.118 1.299
Re -0.617 2.161 0.755
C -1.586 3.568 -1.988
H 1.689 3.169 -1.340
C 2.098 -7.586 0.601
H 1.954 0.115 0.776
H -0.695 -2.606 -3.542
H -4.541 0.183 1.410
H 3.373 0.233 -1.034
H 2.498 -5.108 1.591
H 1.007 -7.568 0.545
N 0.951 4.032 -3.085
C -1.040 -1.823 -2.882
H -2.311 0.983 -0.516
C -0.243 -3.522 -0.769
C -1.906 0.197 -1.152
C 3.000 2.915 3.616
H 1.300 6.057 -3.493
H -3.803 -0.125 -2.006
H -3.032 -1.883 -3.589
S -0.547 -1.961 1.863
H -2.021 6.141 -2.031
C -3.621 2.086 1.542
H -3.549 0.398 2.857
H -2.639 4.993 0.589
N 0.047 5.862 -1.824
H 2.404 -3.712 -1.334
H 1.460 -2.704 -4.073
H 3.756 2.137 3.489
H 2.409 -8.590 0.314
C 0.788 3.160 -1.953
N -1.421 4.448 -3.114
H 0.544 -5.058 0.443
H -0.866 5.375 -0.025
C -0.265 4.006 -3.900
H 0.761 -0.806 -2.615
C -1.171 5.808 -2.631
H 1.716 0.748 5.300
C 1.700 -3.493 -3.357
H 2.598 -3.986 -3.727
H -2.471 3.853 -1.419
C -4.481 4.123 1.341
C -0.014 -3.555 1.687
C -3.615 0.617 1.792
```

Computed properties:
* 2S+1: 2
* E_tot: -81445.70267 eV
* F_max: 0.011 Eh/bohr
* E_HOMO (spin up / spin down): -12.83 / -12.83 eV
* ΔE to the lowest compared entry with this formula, charge and spin: 341.8 kJ/mol
* Kohn-Sham gap (spin up / spin down): 6.2 / 6.3 eV
* charge: +2

---

C30H50N6O2P | ωB97M-V with the def2-TZVPD basis set

Geometry as XYZ:
```
89
Properties=species:S:1:pos:R:3
H -3.581 2.767 -6.481
C 2.508 -1.269 4.200
H -2.980 -1.388 -0.754
H 0.719 -0.918 -0.815
H 5.374 -1.589 -1.756
H -6.514 0.209 1.361
H -7.255 2.451 2.149
H 1.643 -0.129 2.904
H 8.121 -0.674 1.791
H 5.897 -0.563 4.087
N 7.532 -1.295 2.334
C 3.582 -2.820 -1.839
H -3.745 0.194 2.509
H 3.901 -0.712 -2.065
N -1.618 3.453 -3.219
C -9.763 1.649 0.037
C 4.328 -2.543 3.074
H -1.969 1.085 -5.582
C 3.367 -0.003 0.301
C -7.440 0.646 1.000
C 3.114 2.752 1.413
C 2.816 -2.461 3.324
C 4.082 2.439 0.366
H -0.532 -2.475 0.457
C -9.263 0.410 -0.335
H -0.373 -0.963 -2.171
H 2.515 -3.346 3.878
C -3.032 2.959 -5.569
C 0.093 -1.587 -1.410
N 4.801 -1.466 2.180
H -1.513 -1.173 1.875
C -2.479 4.341 -3.710
H -2.497 1.811 -1.090
H 5.992 0.703 2.258
C 2.378 2.990 2.333
C -2.425 -0.993 1.300
H -9.800 -0.214 -1.040
C 2.215 -3.003 -1.161
H -4.490 1.768 1.062
H -2.589 5.256 -3.139
H 4.241 -3.669 -1.669
H -4.163 0.542 -0.121
C -9.040 2.406 0.943
C 4.882 -1.825 0.823
P 6.189 -0.608 2.720
H -0.757 1.610 -3.475
H 2.691 1.566 -1.003
H 1.332 -2.290 -3.028
H -3.895 4.901 -5.223
C -0.982 -2.166 -0.488
H 4.201 3.316 -0.271
O 2.546 -1.322 5.385
N -8.122 -0.095 0.130
H -1.740 -0.168 -0.563
H 2.138 -4.052 -0.877
H -3.178 3.169 -0.195
H 4.561 -3.537 2.698
C -3.208 4.143 -4.874
C -2.138 2.024 -5.072
H 2.259 -2.430 2.387
H 2.336 -0.320 0.156
H 5.145 -3.700 0.192
N 5.686 -2.866 0.409
C -3.685 1.185 0.616
C -1.462 2.319 -3.899
C 4.325 -1.522 -1.481
H -1.794 2.241 0.439
H -3.115 -1.790 1.577
N 4.231 -1.137 -0.063
H 4.819 -2.458 4.041
H 3.440 -2.781 -2.917
H 3.475 0.222 1.354
C 1.001 -2.650 -2.056
H 5.064 2.246 0.796
C -3.007 0.371 1.728
C -2.740 2.182 -0.097
H 2.145 -2.442 -0.230
H 4.354 1.137 -1.306
C -7.851 1.896 1.438
O 2.346 -0.070 3.559
H 0.422 -3.557 -2.204
H 1.760 3.307 3.140
C -2.088 -1.129 -0.188
H -9.398 3.378 1.260
H -2.216 0.983 2.159
H 6.356 -3.091 1.145
H -10.696 2.007 -0.375
H -1.406 -3.051 -0.959
C 3.619 1.276 -0.517
```

Computed properties:
* E_tot: -54236.48986 eV
* F_max: 0.022 Eh/bohr
* E_HOMO: -10.96 eV
* ΔE to the lowest compared entry with this formula, charge and spin: 0.0 kJ/mol
* Kohn-Sham gap: 7.6 eV
* charge: +1

---

C30H50P4SeSn | ωB97M-V with the def2-TZVPD basis set

Geometry as XYZ:
```
86
Properties=species:S:1:pos:R:3
H -7.305 1.667 -6.867
C -0.123 -6.644 -1.008
H -0.870 -3.473 0.076
P 1.275 -1.044 1.949
C 1.961 0.115 3.186
H 5.461 -1.633 -4.238
C -3.788 -0.747 -0.506
C -6.190 -0.662 -0.900
C 4.958 -2.161 -3.429
C -3.593 -0.091 -1.730
C -5.987 0.003 -2.118
H 1.169 0.681 3.697
H 3.360 -1.436 0.733
C 2.941 -2.590 -2.136
H -2.818 0.813 2.636
H -0.445 3.851 2.697
H -7.769 3.102 -5.768
C 5.078 -3.619 -1.521
H -2.538 3.664 0.992
C 0.480 -2.074 -3.461
C 1.171 -4.992 -2.212
Sn -0.172 -0.235 -0.237
H 3.859 2.768 -0.205
C 0.810 -6.319 -1.998
C 0.647 -3.961 -1.426
C 5.718 -2.956 -2.570
H 0.389 2.760 -2.452
H 1.234 -7.093 -2.620
H -0.614 -2.175 -3.412
H -6.828 0.281 -2.759
H -8.647 1.519 -4.066
H 0.939 2.724 2.680
C -2.247 2.750 0.453
H 3.708 1.179 0.595
H 2.656 0.824 2.712
H -7.198 -0.907 -0.575
C 2.830 0.955 -2.347
C -4.680 0.300 -2.510
H 0.707 -1.086 -3.880
H 2.714 2.553 1.158
C -0.690 -5.611 -0.257
Se -2.382 -1.310 0.676
H 3.358 -2.272 2.310
H -0.728 0.618 -1.721
H 3.245 -4.071 -0.543
H 5.654 -4.229 -0.836
H 3.019 -1.397 -3.972
H -1.835 3.021 -0.532
H 0.461 3.622 -0.892
H -0.098 -3.040 2.274
H 0.592 3.737 1.244
H 3.491 0.147 -2.011
H 6.796 -3.056 -2.699
H 2.142 0.565 -3.109
H 1.832 3.741 -2.047
H 0.972 -2.733 3.676
H -3.135 2.115 0.310
H 2.401 -2.931 0.951
H 2.517 -0.467 3.937
H 3.435 1.751 -2.804
C 3.149 2.073 0.268
C -8.200 1.160 -4.996
C 0.137 3.164 2.066
H 0.886 -2.839 -4.136
C -1.879 1.305 2.932
C -7.730 2.022 -5.925
H -4.507 0.834 -3.443
H -5.286 -1.520 0.856
C -0.346 -4.271 -0.473
C 3.701 -3.478 -1.339
C 1.060 3.073 -1.636
H -2.583 0.127 -2.072
H -2.096 2.180 3.561
H -1.268 0.593 3.509
H 1.872 -4.784 -3.021
H -1.440 -5.864 0.494
P -0.984 1.856 1.437
H -8.173 0.080 -5.160
C 2.740 -2.007 1.439
C 0.315 -2.260 2.930
P 1.167 -2.250 -1.769
P 1.864 1.575 -0.935
H -0.519 -1.768 3.448
C -5.110 -1.022 -0.097
C 3.576 -2.008 -3.251
H -0.421 -7.682 -0.860
```

Computed properties:
* E_tot: -140212.90781 eV
* F_max: 0.068 Eh/bohr
* E_HOMO (spin up / spin down): -17.56 / -17.56 eV
* ΔE to the lowest compared entry with this formula, charge and spin: 0.0 kJ/mol
* Kohn-Sham gap (spin up / spin down): 4.1 / 2.4 eV
* charge: +4

---

C30H51B3N2O9 | ωB97M-V with the def2-TZVPD basis set

Geometry as XYZ:
```
95
Properties=species:S:1:pos:R:3
C -4.111 4.117 -1.585
C -13.579 3.089 -0.313
H 7.837 -6.373 1.787
H -14.874 4.921 -0.563
H -2.911 1.698 0.646
H -4.286 5.224 -1.514
C 4.713 -0.665 -1.381
C -13.502 1.655 -0.609
H -1.369 1.088 -0.053
C 9.877 -3.652 1.119
H -2.931 0.526 -0.809
C 2.647 -1.417 -2.427
C 6.937 -5.808 2.018
H 9.977 -2.574 1.291
N 7.379 -3.704 0.766
C 5.871 -3.768 2.781
O -11.215 3.236 0.557
H 5.922 -2.707 3.031
H 2.764 2.985 -0.980
H 3.364 1.240 -2.667
C 4.342 0.141 1.585
O -2.905 3.840 -0.855
H 6.575 -6.211 2.967
O -8.855 3.685 0.398
H 8.340 -2.947 3.365
B -10.178 4.027 0.026
H -12.624 1.078 -0.242
H 4.229 2.131 -0.562
H 0.989 -0.045 2.221
B -9.553 4.989 -1.994
H -6.007 3.038 -1.884
C -15.793 3.107 -1.497
C 3.179 -0.465 -1.338
H 5.023 -1.498 -0.746
O -10.362 5.133 -0.828
H -10.031 5.279 -3.042
H -16.515 1.181 -2.412
C -6.353 4.364 -0.158
C 2.830 0.976 -1.749
H 10.822 -3.977 0.673
O -8.256 4.461 -1.894
C -14.764 3.835 -0.763
C 3.147 2.008 -0.671
H 5.050 0.573 0.883
C 2.520 1.616 0.662
H 2.268 -1.168 2.710
H -6.228 4.085 0.920
H 1.431 1.718 0.575
H 5.270 0.223 -1.085
H 5.009 -3.925 2.128
H 2.867 -2.459 -2.182
O -12.731 4.935 0.887
C -15.709 1.683 -1.823
H 9.194 -6.075 0.328
C -12.469 3.850 0.452
C 7.167 -4.284 2.124
H 5.058 -0.899 -2.391
C -5.404 3.408 -1.006
H -14.445 -0.149 -1.572
H -4.035 3.890 -2.686
O -1.653 2.531 -2.256
H 8.978 -1.970 -0.861
H 2.330 0.529 3.185
C 2.874 0.186 1.102
C 8.818 -5.362 -0.406
O 7.173 -2.396 0.849
C 8.719 -3.917 0.142
H 10.491 -4.008 3.152
H 2.830 2.331 1.429
C -2.302 2.651 -1.252
H 4.653 -0.885 1.799
C 9.700 -4.337 2.472
H 9.820 -5.420 2.373
N 2.663 -0.818 0.019
H 5.677 -4.297 3.717
H 8.212 -4.570 4.004
H 1.763 1.046 -1.988
H 4.461 0.712 2.510
C 8.927 -3.033 -1.104
H -6.028 5.432 -0.294
O 1.358 -1.031 -0.085
C 8.340 -4.004 3.077
H 7.850 -5.716 -0.770
H 1.571 -1.320 -2.582
C -14.537 0.943 -1.360
H -5.125 2.519 -0.379
H 3.115 -1.197 -3.389
C -2.423 1.386 -0.315
H 9.872 -3.278 -1.594
H 6.182 -6.039 1.263
H 9.508 -5.423 -1.250
H 8.126 -3.182 -1.832
C 2.065 -0.149 2.371
B -7.912 4.162 -0.532
H -16.702 3.655 -1.833
```

Computed properties:
* 2S+1: 3
* E_tot: -55377.43626 eV
* F_max: 0.069 Eh/bohr
* E_HOMO (spin up / spin down): -8.54 / -9.24 eV
* Kohn-Sham gap (spin up / spin down): 8.5 / 9.2 eV